# 1
Computed, not measured: a molecular structure, C14H20Cl18I2N3O2P, with the ωB97M-V functional and the def2-TZVPD basis.

- E_LUMO: -0.66 eV
- Kohn-Sham gap: 8.06 eV
- HOMO energy: -8.7 eV
- Charge: 0

```
60
C14H20Cl18I2N3O2P the ωB97M-V functional and the def2-TZVPD basis
I -4.594 4.544 2.868
C -1.793 2.314 0.575
H 4.524 -2.692 4.469
C -2.868 1.652 1.582
H 2.888 -9.952 -4.137
C 5.942 -4.249 7.327
H 5.585 -7.077 -1.699
H -1.706 6.991 -2.971
H 6.455 -3.317 7.563
H 5.525 -5.305 -1.886
Cl -3.895 6.267 -9.318
H -6.572 2.184 2.133
H -4.095 7.792 -7.529
C 0.908 -0.711 0.059
C -2.836 7.877 4.634
N -2.544 1.792 3.041
O -0.066 2.138 3.494
Cl -1.508 5.465 -4.759
C -3.065 0.109 1.185
Cl 2.667 -0.863 -0.001
Cl 2.231 -9.306 -6.308
Cl 0.348 0.640 -0.937
Cl 4.334 -4.221 8.059
Cl -3.052 5.173 -2.301
H -3.125 6.362 -7.089
H -1.356 -4.790 -2.420
C -1.692 3.929 0.715
H -2.713 8.704 3.935
Cl 3.784 -4.104 2.731
Cl 2.674 -1.540 3.571
C 4.132 -2.534 3.467
Cl 3.409 -6.221 -1.390
Cl 4.927 -6.431 -3.871
H 2.829 -8.180 -4.324
H 0.458 -1.635 -0.312
C -0.604 -4.005 -2.500
N -1.566 5.044 1.194
O -5.814 1.565 1.942
C 2.324 -9.118 -4.553
H 0.603 -0.540 1.092
Cl -2.607 8.477 6.280
Cl -0.985 -2.727 -1.338
Cl 0.712 -9.095 -3.827
Cl -5.442 5.973 -6.862
H -2.091 7.107 4.430
C 5.021 -6.243 -2.115
H -0.615 -3.585 -3.505
H 4.872 -2.014 2.859
C -1.257 1.828 3.270
H -0.737 5.560 -2.532
Cl 5.840 -4.418 5.570
P -4.562 2.572 1.335
Cl 0.990 -4.700 -2.183
C -4.018 6.708 -7.610
H -0.765 1.805 0.562
C -1.630 5.907 -3.052
H 6.501 -5.091 7.732
N -3.261 -0.980 0.699
Cl -4.449 7.184 4.424
I -2.601 1.981 -1.468
```

Atom charges from the natural (NBO) analysis, given in e for atoms 1 to 6: atom 1 (I): -0.0851, atom 2 (C): -0.4531, atom 3 (H): 0.2316, atom 4 (C): -0.2892, atom 5 (H): 0.2197, atom 6 (C): -0.3988

# 2
Computed, not measured: 3 unconnected molecules or ions with the total composition C5H13NO2, with the ωB97M-V functional and the def2-TZVPD basis.

- E_LUMO: 0.62 eV
- Kohn-Sham gap: 8.71 eV
- HOMO energy: -8.1 eV
- Charge: 0
- ΔE to the lowest compared entry with this formula, charge and spin: 4.504 eV
- SMILES string: C=CC/C=C/N.O.O

```
21
C5H13NO2 the ωB97M-V functional and the def2-TZVPD basis
H -0.474 -1.697 -0.019
C 0.570 -1.130 1.627
H 0.921 0.837 -0.207
O 0.239 3.990 -0.200
H -0.502 -2.658 2.299
H 1.052 -2.636 2.955
H -0.672 3.745 0.035
H -2.963 0.024 -2.249
O 2.252 -1.178 -1.484
H -0.391 0.700 -2.510
H -0.821 1.206 0.374
C -0.854 0.443 -1.497
H 1.298 -0.179 1.984
C -2.180 0.058 -1.489
C -0.024 -0.872 0.431
C -0.119 0.426 -0.286
N 0.324 -2.152 2.452
H -2.564 -0.408 -0.679
H 2.708 -0.701 -0.869
H 0.836 3.644 0.576
H 1.363 -1.460 -1.245
```

Atom charges from the natural (NBO) analysis, given in e for atoms 1 to 6: atom 1 (H): 0.1908, atom 2 (C): 0.0584, atom 3 (H): 0.2333, atom 4 (O): -0.9424, atom 5 (H): 0.3856, atom 6 (H): 0.3893

# 3
Computed, not measured: a molecular structure, C61H80I2O5PSSe3Zr, with the ωB97M-V functional and the def2-TZVPD basis.

- E_LUMO: 2.18 eV
- Kohn-Sham gap: 6.89 eV
- HOMO energy: -4.7 eV
- Charge: -1
- ΔE to the lowest compared entry with this formula, charge and spin: 1.198 eV

```
154
C61H80I2O5PSSe3Zr the ωB97M-V functional and the def2-TZVPD basis
H 2.166 -3.773 -3.627
H -8.157 1.018 -0.539
C 1.591 -1.299 -5.853
C -3.202 0.748 -1.078
H 2.011 1.968 5.081
H -0.496 5.994 -3.889
H -3.382 7.231 -0.867
H -6.094 4.243 1.466
H -3.279 6.657 1.622
C -3.325 -4.315 -3.710
H -2.667 -1.054 -3.291
H -1.760 -0.651 5.485
H -4.423 2.681 1.464
C 5.123 2.509 -0.087
C 2.447 -6.656 -1.591
H 3.349 -0.332 2.057
I 1.056 -2.257 1.569
C -1.198 3.381 0.249
H -0.553 9.033 0.824
H -2.758 8.832 -0.429
H 0.248 8.078 -0.427
C -0.333 4.945 -4.138
C 0.729 -5.220 -2.384
H -1.526 -3.318 -4.301
H 1.241 -7.109 -3.293
H 2.135 2.264 7.585
C -0.523 5.540 -1.249
H 2.419 4.907 -3.957
C -1.583 7.180 0.353
C 4.055 -5.245 1.398
C 1.682 -2.911 -4.065
C -3.291 1.508 0.100
H -1.556 -3.003 6.102
H 0.978 -3.090 6.503
H -7.578 3.143 -1.814
H 2.828 3.114 0.765
H -7.780 3.845 1.801
C 2.163 -2.420 -5.271
C -4.445 2.129 0.534
C 1.456 -6.417 -2.488
H 1.328 2.926 -4.609
C 4.780 0.268 0.866
O 3.966 -0.734 1.430
H 0.936 3.232 5.653
C -0.827 -2.590 5.397
C 0.621 -2.288 -3.420
H 3.058 -7.549 -1.653
H -4.248 -4.928 -0.515
H -6.388 -0.943 -2.820
C 4.045 1.449 0.219
C 0.546 4.224 -3.102
H 0.315 -4.411 5.530
H -5.437 -1.712 -4.100
H -5.041 -5.262 -2.836
H -0.015 -5.026 -3.145
H 0.110 0.246 -5.621
C -7.405 3.645 -0.862
C -5.610 2.032 -0.209
O -2.074 0.076 -1.355
H 5.911 2.053 -0.701
H 1.198 -3.085 4.768
C -6.810 3.421 1.535
H -6.184 1.334 -3.968
C 1.899 4.945 -2.996
S 0.306 -0.235 4.488
H -3.665 -4.446 -4.730
H -2.115 4.732 1.613
H 2.997 -2.914 -5.752
C -2.117 -3.676 -3.468
H -8.341 4.123 -0.558
C 1.116 2.153 5.677
H -2.530 0.545 -4.017
H -1.959 7.876 -1.682
H -0.259 6.404 -1.847
C -1.660 -3.497 -2.164
H -6.659 4.424 -1.028
H 0.355 7.575 1.258
Se 2.246 -0.350 -1.490
C -4.092 -4.774 -2.651
H 4.323 -6.965 0.166
C 3.757 -6.061 0.352
H -2.581 8.246 1.938
H 4.659 3.316 -0.667
C -7.990 1.562 0.392
C -4.364 0.720 -1.889
H -0.947 1.471 5.642
C 3.254 -4.110 1.620
C -2.473 7.818 -0.722
H 1.626 0.639 7.127
H 1.406 2.195 -2.997
H 1.969 -0.919 -6.794
H 4.259 0.972 -1.865
P -0.046 -2.725 -1.764
H -5.228 0.591 -5.243
C -0.067 1.483 4.995
H -0.123 2.274 -3.828
C 0.806 2.819 -3.653
H 5.463 0.681 1.618
C 0.548 -0.653 -5.206
H -4.947 -1.879 -2.409
H 3.465 -3.482 2.473
C -5.172 1.053 -4.253
H -0.444 -0.842 6.666
C -2.438 -3.962 -1.106
O 5.680 3.034 1.116
C -4.508 0.068 -3.273
H 3.519 2.279 2.138
C 0.492 -3.335 5.557
H -0.316 2.000 4.068
C -0.493 3.181 -0.941
H -1.310 4.462 -4.209
C -3.647 -4.590 -1.349
H -7.673 0.840 1.146
C -0.771 -1.088 5.650
C -1.566 4.635 0.686
H 0.140 4.904 -5.122
H -2.107 -3.810 -0.086
H -3.364 -0.757 -4.888
C -0.153 4.286 -1.737
H 2.935 2.068 -1.499
Se 1.310 1.349 1.620
C 2.701 -5.744 -0.538
H -6.496 2.767 2.350
C 3.050 2.121 1.167
H 6.350 3.676 0.875
Se -1.713 1.763 1.167
C 0.087 -1.135 -3.993
C -5.518 1.328 -1.399
C -1.218 5.755 -0.063
H 5.388 -0.233 0.106
H 2.532 4.461 -2.248
H -4.578 1.965 -4.336
C -3.182 -0.324 -3.900
C -2.341 7.212 1.679
C 0.943 -4.277 -1.405
Zr -0.223 0.126 -0.393
C -0.306 8.015 0.511
C 1.920 -4.560 -0.382
H -0.682 -0.582 -3.470
O 1.721 -0.525 4.907
C -5.375 -1.191 -3.140
H 4.871 -5.468 2.072
H -8.942 1.996 0.707
I -2.465 -1.461 1.581
H -1.236 -2.753 4.396
C 2.208 -3.792 0.790
H 0.435 1.815 7.711
H -1.749 6.793 2.495
O -0.174 1.938 -1.281
H 1.787 5.993 -2.714
C 3.443 1.160 -1.162
C 1.339 1.690 7.109
C -6.933 2.660 0.216
H -6.409 1.248 -2.008
```

Atom charges from the Mulliken analysis, given in e for atoms 1 to 6: atom 1 (H): 0.3368, atom 2 (H): 0.2848, atom 3 (C): -0.9562, atom 4 (C): -0.0172, atom 5 (H): 0.0496, atom 6 (H): 0.3667

# 4
Computed, not measured: 2 unconnected molecules or ions with the total composition C10H13N3O2, with the ωB97M-V functional and the def2-TZVPD basis.

- E_LUMO: -0.21 eV
- Kohn-Sham gap: 7.09 eV
- HOMO energy: -7.3 eV
- Charge: 0
- ΔE to the lowest compared entry with this formula, charge and spin: 3.614 eV

```
28
C10H13N3O2 the ωB97M-V functional and the def2-TZVPD basis
N -0.188 0.058 0.731
C -0.278 -1.166 2.673
C 0.053 -0.424 -2.821
N 2.028 -0.408 3.639
H -0.021 -1.111 -1.931
H -0.919 -0.428 -4.942
H -0.553 -1.890 -4.134
N 0.077 -1.681 3.824
C -1.434 -1.394 1.963
C -0.373 2.648 -0.693
H 1.670 -1.680 5.211
H -1.902 -1.051 -3.519
O -0.533 0.752 -2.168
H 2.489 0.721 2.127
H -2.306 -2.069 2.307
C 0.484 -0.269 1.884
H -0.765 3.308 -1.547
O 1.454 1.220 -1.219
C 1.698 0.057 2.457
H 1.110 -0.401 -3.063
C -1.360 -0.566 0.898
H -1.215 2.301 -0.070
H 0.301 3.201 -0.160
H -2.068 -0.599 -0.036
C 1.284 -1.326 4.268
C 0.168 1.427 -1.239
H 1.898 1.704 -0.500
C -0.800 -0.934 -3.942
```

Atom charges from the natural (NBO) analysis, given in e for atoms 1 to 6: atom 1 (N): -0.6121, atom 2 (C): 0.1171, atom 3 (C): -0.0973, atom 4 (N): -0.4968, atom 5 (H): 0.2252, atom 6 (H): 0.2273

# 5
Computed, not measured: a gas-phase ion, C7H6BrCl2N2 (charge +1), with the ωB97M-V functional and the def2-TZVPD basis.

- E_LUMO: -5.41 eV
- Kohn-Sham gap: 7.54 eV
- HOMO energy: -13.0 eV
- Charge: +1
- SMILES string: C/C(Cl)=C(/Cl)c1ccn[nH+]c1Br

```
18
C7H6BrCl2N2 the ωB97M-V functional and the def2-TZVPD basis
H -2.322 -1.124 1.378
H -1.368 -1.234 2.835
Cl 1.596 -2.352 -0.730
C 0.002 0.543 -1.425
Br -0.964 -0.571 -2.562
N 0.118 1.813 -1.752
C -0.351 -1.817 1.067
H -1.103 0.083 1.716
Cl -0.363 -3.473 1.446
C 0.494 -1.355 0.138
H -0.336 2.139 -2.599
C -1.329 -0.970 1.787
C 0.586 0.051 -0.250
C 1.281 0.970 0.467
C 1.355 2.287 0.016
H 1.919 3.005 0.583
H 1.777 0.708 1.383
N 0.787 2.741 -1.070
```

Atom charges from the natural (NBO) analysis, given in e for atoms 1 to 6: atom 1 (H): 0.2512, atom 2 (H): 0.2585, atom 3 (Cl): 0.0822, atom 4 (C): 0.1816, atom 5 (Br): 0.2514, atom 6 (N): -0.2662

# 6
Computed, not measured: a gas-phase ion, C5H13N2 (charge +1), with the ωB97M-V functional and the def2-TZVPD basis.

- E_LUMO: -2.93 eV
- Kohn-Sham gap: 11.44 eV
- HOMO energy: -14.4 eV
- Charge: +1
- ΔE to the lowest compared entry with this formula, charge and spin: 1.838 eV
- SMILES string: C[C@H]1[C@H](N)[NH2+][C@@H]1C

```
20
C5H13N2 the ωB97M-V functional and the def2-TZVPD basis
H 0.782 2.138 1.253
H 1.732 -0.179 1.195
H 0.346 0.669 -1.415
C 0.722 2.112 0.167
C -1.097 -0.010 0.377
H 1.674 2.451 -0.240
H 1.575 -1.346 -1.505
N -0.226 -1.121 0.877
C 0.415 0.733 -0.335
H -2.966 -0.918 -0.102
H -1.721 -1.135 -1.343
C -2.131 -0.439 -0.614
H 2.585 -1.869 -0.234
H -0.271 -1.252 1.890
H -2.519 0.423 -1.148
C 1.183 -0.438 0.291
N 1.880 -1.227 -0.553
H -0.046 2.805 -0.164
H -0.449 -2.014 0.427
H -1.470 0.619 1.177
```

Atom charges from the natural (NBO) analysis, given in e for atoms 1 to 6: atom 1 (H): 0.2147, atom 2 (H): 0.2202, atom 3 (H): 0.2223, atom 4 (C): -0.6311, atom 5 (C): -0.0237, atom 6 (H): 0.2399

# 7
Computed, not measured: a molecular structure, C36H45BBr2IrN10O2S3, with the ωB97M-V functional and the def2-TZVPD basis.

- Multiplicity: 2
- E_LUMO (alpha / beta): -6.30 / -7.31 eV
- Kohn-Sham gap (alpha / beta): 5.98 / 4.59 eV
- HOMO energy (alpha / beta): -12.3 / -11.9 eV
- Charge: +2
- ΔE to the lowest compared entry with this formula, charge and spin: 2.593 eV

```
100
C36H45BBr2IrN10O2S3 the ωB97M-V functional and the def2-TZVPD basis
H 1.791 3.483 1.643
N 2.186 -3.906 -2.429
H 0.325 3.721 -5.202
C 1.247 4.145 2.322
H -1.160 -4.946 2.655
C 1.778 -2.624 -2.060
H -4.429 -4.797 0.734
H 1.954 4.585 3.026
N -0.837 2.892 2.090
H -1.489 4.897 1.657
H -3.086 0.688 -4.837
H 2.951 -5.035 -4.009
N -2.935 -2.609 0.936
C -2.372 -1.579 0.259
H 1.389 1.556 3.194
H 2.720 -5.836 -1.926
H 2.385 -5.485 0.536
N 2.144 -0.643 2.296
Br 4.974 0.055 5.873
S 0.017 1.907 -1.293
C 4.300 1.609 0.429
C 2.533 0.527 -1.356
H 0.815 4.953 1.733
C -3.361 0.581 -2.669
H -0.772 -4.145 -0.197
N -3.159 -0.502 0.388
C 1.901 -1.237 3.468
C -2.427 3.217 0.602
H 1.023 -1.865 3.521
C -0.171 3.317 -4.320
C -1.530 -3.947 2.421
C -2.737 0.829 -3.832
H 2.502 -1.552 5.491
H 0.171 1.666 4.474
H -1.396 3.728 4.538
H 2.704 -3.312 -4.367
N -2.191 1.874 0.708
C 0.690 0.954 -4.606
H 4.998 2.011 1.148
C -0.540 1.856 -4.589
H -4.151 1.363 -0.190
H 4.948 1.025 3.086
C 2.236 -4.699 -0.186
C -1.592 3.850 1.448
C 2.293 -4.183 -3.867
H 1.168 0.952 -3.634
C 1.819 -3.404 0.200
C -0.540 4.251 4.109
H -0.885 5.188 3.675
Ir 0.900 -0.964 0.640
H 1.399 1.327 -5.347
H 1.850 0.040 -2.028
C -3.664 -4.892 1.505
H -0.547 2.200 -6.692
C 2.722 -1.054 4.558
H -1.552 -5.668 0.211
H -2.145 2.370 -5.978
C 3.833 -0.229 4.424
H -1.068 3.911 -4.135
C -2.447 -4.014 1.203
C -1.227 1.782 -5.952
C 3.332 0.713 0.817
S -0.639 0.114 2.125
H 1.310 -4.398 -4.284
C -1.357 1.414 -2.181
C -1.729 -4.614 -0.003
C 3.512 1.391 -1.818
H -3.338 -5.931 1.526
H 3.561 1.615 -2.874
N 2.427 0.213 -0.061
N 1.705 -2.410 -0.702
H -1.443 0.756 -6.251
H -2.341 -4.548 -0.904
H -2.068 -3.565 3.290
C 0.868 2.235 3.862
C 2.410 -4.883 -1.516
H 1.603 2.700 4.521
C -1.213 1.681 1.602
H -4.348 0.196 -2.480
C 4.087 0.384 3.208
B -3.032 0.930 -0.195
Br 5.677 3.184 -1.477
C 3.211 0.158 2.163
C -4.086 -2.133 1.531
S -0.925 -1.583 -0.724
O 1.509 -1.781 -2.894
O 1.471 -3.033 1.370
H 0.422 -0.071 -4.865
H -0.668 -3.310 2.222
C 0.188 3.361 3.098
H 0.146 4.503 4.918
H -3.167 3.610 -0.073
N -1.495 1.364 -3.538
H -4.104 -4.679 2.478
H 0.493 3.422 -3.467
C -4.225 -0.837 1.181
H -5.000 -0.130 1.418
H -4.730 -2.753 2.124
N -2.513 0.945 -1.642
C 4.380 1.967 -0.915
```

Atom charges from the Mulliken analysis, given in e for atoms 1 to 6: atom 1 (H): 0.2142, atom 2 (N): 0.1105, atom 3 (H): 0.4993, atom 4 (C): -1.5160, atom 5 (H): 0.5260, atom 6 (C): 0.0706

# 8
Computed, not measured: a molecular structure, C44H28N4Pd, with the ωB97M-V functional and the def2-TZVPD basis.

- E_LUMO: -0.93 eV
- Kohn-Sham gap: 6.09 eV
- HOMO energy: -7.0 eV
- Charge: 0
- ΔE to the lowest compared entry with this formula, charge and spin: 0.010 eV

```
77
C44H28N4Pd the ωB97M-V functional and the def2-TZVPD basis
H -2.343 -4.163 2.852
C -4.853 5.295 2.760
C -2.175 2.346 1.191
H -1.170 4.994 0.935
H -4.098 4.733 4.687
C 0.953 2.844 -0.392
C 3.312 -3.400 -1.298
H -6.073 -4.906 -0.297
H 2.350 -3.892 -3.145
H 1.822 4.165 -3.101
H 4.037 -5.580 -3.793
H -2.554 3.027 3.783
C -3.885 -0.772 1.569
H -4.610 1.215 2.134
C 2.542 1.150 -1.190
C -4.103 -5.318 2.422
N 0.023 -2.020 -0.058
C -3.182 3.602 3.114
C 3.793 0.755 -1.788
C -3.850 0.569 1.726
H 6.021 4.987 -0.636
H -5.529 6.043 3.154
C 3.597 5.366 -2.966
C 4.140 -5.045 -2.858
C 5.103 4.809 -1.181
H 1.344 -5.029 -0.549
H 3.340 5.976 -3.822
C 1.067 -2.812 -0.438
C 2.296 -2.374 -0.919
H -4.678 -1.454 1.827
C -0.591 -4.227 0.090
C -2.255 -2.478 0.740
H 6.183 -4.806 -0.172
C 5.345 -4.609 -0.828
H 4.496 3.177 0.076
C -3.260 -3.545 1.019
Pd 0.001 -0.008 -0.002
C 0.590 4.209 -0.101
C -5.257 -4.747 0.397
N 1.849 0.041 -0.800
C -3.109 3.372 1.745
C -0.595 4.171 0.547
H 4.633 -1.245 -2.073
C -4.315 -3.761 0.139
C 2.743 4.349 -2.562
N -0.015 2.003 0.071
C 4.777 5.600 -2.275
C -2.622 -1.160 0.993
H -4.017 -5.921 3.317
C 2.625 -1.036 -1.109
C 3.851 -0.593 -1.724
C 2.141 2.469 -1.013
C -2.573 1.015 1.232
H 1.189 5.069 -0.349
C -4.787 5.069 1.391
H -1.218 -5.084 0.270
C -3.162 -4.331 2.163
C 4.396 -3.662 -0.468
C -4.051 4.560 3.619
C 3.193 -4.098 -2.497
C 0.695 -4.199 -0.323
H 4.518 1.435 -2.202
H 5.442 6.395 -2.587
C -5.154 -5.527 1.540
C 4.249 3.793 -0.779
H 4.492 -3.120 0.465
C 5.219 -5.302 -2.023
C -3.919 4.112 0.888
C -1.002 -2.858 0.275
H 5.959 -6.040 -2.303
H -4.393 -3.150 -0.753
H -5.889 -6.295 1.742
C -0.979 2.785 0.636
H -5.413 5.637 0.716
N -1.848 -0.055 0.795
H -3.861 3.929 -0.179
C 3.060 3.554 -1.466
```

Atom charges from the Mulliken analysis, given in e for atoms 1 to 6: atom 1 (H): 0.4566, atom 2 (C): -0.3349, atom 3 (C): 1.6494, atom 4 (H): 0.4853, atom 5 (H): 0.3891, atom 6 (C): 0.1763

Respective electronic energy values: -10080.2376, -403.4111, -11335.1582, -703.4796, -3873.9588, -307.5541, -8568.3629, -2040.5110 Ha.